Record 1
{
  "formula": "C4H10NO",
  "method": "ωB97M-V/def2-TZVPD",
  "fmax_ev_per_a": 3.8,
  "smiles": "C[C@H]1O[N+]1(C)C",
  "de_lowest_kcal_mol": 94.8,
  "total_charge": 1,
  "homo_lumo_gap_ev": 13.33,
  "symbols": ["C", "C", "O", "N", "C", "C", "H", "H", "H", "H", "H", "H", "H", "H", "H", "H"],
  "positions_angstrom": [[1.996, 0.001, -0.100], [0.750, 0.787, 0.269], [-0.286, 1.288, -0.849], [-0.506, 0.206, -0.001], [-1.721, 0.342, 0.858], [-0.512, -1.048, -0.801], [2.864, 0.617, 0.430], [2.135, -0.070, -1.156], [1.833, -0.991, 0.310], [0.854, 1.405, 1.144], [-2.072, 1.323, 0.512], [-2.542, -0.289, 0.625], [-1.405, 0.377, 1.878], [-1.201, -0.939, -1.667], [0.542, -1.196, -1.323], [-0.729, -1.815, -0.129]],
  "atomic_forces_ev_per_a": [[0.9, 2.6, 1.9], [-0.3, 0.2, -1.8], [2.6, 0.3, 1.8], [-1.7, -2.2, -1.0], [0.5, 2.6, -0.7], [2.4, 0.7, -2.8], [-1.6, -1.8, -1.3], [0.4, 0.1, -0.6], [0.6, -0.1, 0.3], [-0.7, 0.5, 0.0], [0.0, 0.0, 0.7], [0.0, -1.3, -0.2], [-0.1, -0.2, 0.6], [0.0, 0.0, 1.1], [-2.5, 0.2, 1.3], [-0.5, -1.5, 0.7]],
  "nbo_charge": [-0.675, 0.280, -0.303, 0.021, -0.434, -0.429, 0.274, 0.261, 0.252, 0.243, 0.263, 0.257, 0.243, 0.267, 0.249, 0.230]
}

=====

Record 2
{
  "formula": "C4H10NO",
  "method": "ωB97M-V/def2-TZVPD",
  "fmax_ev_per_a": 5.3,
  "smiles": "C[NH2+][C@@H](C)C=O",
  "de_lowest_kcal_mol": 36.3,
  "total_charge": 1,
  "homo_lumo_gap_ev": 11.16,
  "symbols": ["C", "N", "C", "C", "C", "O", "H", "H", "H", "H", "H", "H", "H", "H", "H", "H"],
  "positions_angstrom": [[1.797, 0.057, -0.563], [0.363, -0.366, -0.782], [-0.504, -0.318, 0.409], [-0.514, 1.090, 0.930], [-1.809, -0.946, -0.146], [-2.076, -0.928, -1.287], [2.234, -0.589, 0.252], [2.385, -0.247, -1.456], [1.917, 1.107, -0.231], [0.034, 0.286, -1.517], [0.277, -1.340, -1.142], [-0.098, -1.003, 1.234], [-0.615, 1.954, 0.357], [-1.212, 1.237, 1.806], [0.491, 1.255, 1.463], [-2.671, -1.248, 0.673]],
  "atomic_forces_ev_per_a": [[1.4, -1.7, 0.9], [1.6, 0.2, -0.7], [-0.2, -1.0, 0.4], [1.0, -0.2, 4.5], [-2.7, 0.9, 4.4], [0.1, -0.4, -2.1], [-0.6, 0.7, -0.6], [-0.5, 0.8, 0.4], [-0.4, -0.7, -0.7], [-0.5, -0.7, 0.4], [0.5, 0.9, -0.2], [-0.3, 0.8, -1.3], [-0.6, 0.9, -1.9], [0.4, -0.5, -1.0], [-1.3, -0.3, -0.7], [2.1, 0.4, -1.5]],
  "nbo_charge": [-0.444, -0.506, -0.161, -0.667, 0.427, -0.478, 0.237, 0.255, 0.256, 0.455, 0.454, 0.255, 0.249, 0.275, 0.239, 0.158]
}

=====

Record 3
{
  "formula": "C4H10NO",
  "method": "ωB97M-V/def2-TZVPD",
  "fmax_ev_per_a": 4.4,
  "smiles": "CC(C)[N+](C)=O",
  "de_lowest_kcal_mol": 90.3,
  "total_charge": 1,
  "homo_lumo_gap_ev": 9.82,
  "symbols": ["C", "C", "C", "N", "C", "O", "H", "H", "H", "H", "H", "H", "H", "H", "H", "H"],
  "positions_angstrom": [[-1.260, -0.608, 0.471], [-0.191, 0.514, 0.346], [-0.743, 1.815, -0.223], [0.959, -0.094, -0.529], [1.497, -1.356, -0.170], [1.322, 0.431, -1.590], [-1.501, -1.103, -0.426], [-2.051, -0.079, 0.992], [-1.017, -1.440, 1.176], [0.278, 0.629, 1.388], [-1.352, 2.331, 0.396], [-0.006, 2.532, -0.599], [-1.183, 1.519, -1.119], [1.127, -1.741, 0.793], [1.528, -2.083, -0.940], [2.592, -1.266, 0.033]],
  "atomic_forces_ev_per_a": [[1.0, 0.0, 2.2], [1.2, -0.4, 1.3], [3.6, -1.5, -1.9], [-0.2, 2.7, -3.3], [2.2, -0.8, 2.4], [-1.4, -1.6, 3.9], [-0.8, 0.0, -1.3], [-0.6, -0.2, -0.5], [0.3, 0.8, -0.4], [-0.3, -0.1, -1.5], [-2.2, 1.1, 2.1], [0.4, -0.2, 0.6], [-1.6, -0.2, -1.5], [-0.4, 0.3, -0.7], [-0.7, -0.5, -1.1], [-0.5, 0.6, -0.2]],
  "nbo_charge": [-0.633, -0.061, -0.637, 0.341, -0.527, -0.092, 0.237, 0.265, 0.237, 0.266, 0.255, 0.254, 0.230, 0.264, 0.295, 0.305]
}

=====

Record 4
{
  "formula": "C4H10NO",
  "method": "ωB97M-V/def2-TZVPD",
  "fmax_ev_per_a": 4.4,
  "spin_multiplicity": 3,
  "de_lowest_kcal_mol": 94.9,
  "total_charge": 1,
  "homo_lumo_gap_ev": [4.66, 8.17],
  "symbols": ["C", "C", "C", "C", "N", "O", "H", "H", "H", "H", "H", "H", "H", "H", "H", "H"],
  "positions_angstrom": [[-1.897, -0.219, -0.502], [-0.571, 0.535, -0.310], [1.926, 0.642, 0.040], [0.797, -0.308, -0.462], [-1.419, 0.141, 0.846], [0.642, -1.378, 0.442], [-2.847, 0.285, -0.845], [-1.716, -1.298, -0.509], [-0.512, 1.495, -0.682], [1.850, 0.795, 1.092], [1.776, 1.603, -0.327], [2.823, 0.119, -0.092], [0.984, -0.524, -1.457], [-1.844, 0.935, 1.307], [-0.959, -0.603, 1.450], [0.968, -2.220, 0.010]],
  "atomic_forces_ev_per_a": [[0.7, 0.0, 0.4], [0.1, -4.0, -0.9], [-0.7, -1.0, 1.9], [-3.0, 2.2, 2.3], [0.7, 1.3, 0.8], [-0.3, 3.0, 0.4], [1.4, -0.8, 0.4], [-0.7, 0.1, -1.0], [0.0, 2.1, 0.0], [-0.2, -0.2, 1.0], [0.1, 1.5, -1.5], [1.5, -0.3, -0.8], [0.3, -1.3, -1.9], [-0.3, -0.1, 0.5], [-0.8, 0.5, -0.3], [1.1, -3.1, -1.2]],
  "mulliken_spin": [0.222, -0.029, 0.262, 0.446, 0.404, 0.228, -0.004, -0.081, 0.009, -0.001, -0.024, -0.016, 0.145, -0.086, -0.042, 0.566]
}

=====

Record 5
{
  "formula": "C4H10NO",
  "method": "ωB97M-V/def2-TZVPD",
  "fmax_ev_per_a": 1.1,
  "spin_multiplicity": 2,
  "de_lowest_kcal_mol": 12.5,
  "total_charge": 2,
  "homo_lumo_gap_ev": [9.72, 7.18],
  "symbols": ["C", "C", "C", "N", "C", "H", "H", "H", "H", "H", "H", "H", "H", "H", "H", "O"],
  "positions_angstrom": [[-2.532, -0.413, -0.229], [-1.100, -0.396, -0.157], [-0.261, 0.614, -0.642], [1.106, 0.570, -0.396], [1.915, 1.436, -0.915], [-2.746, -1.249, -0.937], [-2.959, -0.816, 0.702], [-3.042, 0.477, -0.570], [-0.661, -1.293, 0.283], [-0.630, 1.499, -1.141], [1.447, -0.195, 0.240], [2.962, 1.391, -0.629], [1.638, 2.107, -1.722], [1.998, -1.922, 2.030], [1.303, -0.669, 2.444], [1.562, -1.142, 1.638]],
  "atomic_forces_ev_per_a": [[0.1, 0.2, -0.1], [-0.6, -0.8, 0.2], [0.5, 0.3, 0.1], [-0.8, 0.1, -0.4], [1.0, -0.4, -0.3], [-0.1, -0.1, 0.0], [0.0, -0.1, 0.0], [0.0, 0.2, -0.1], [0.3, 0.2, 0.0], [-0.1, 0.0, -0.2], [0.3, 0.0, 0.5], [0.0, 0.0, 0.1], [-0.4, 0.3, 0.3], [0.1, 0.1, -0.7], [0.0, 0.2, -0.1], [-0.1, -0.1, 0.7]],
  "mulliken_spin": [0.035, 0.216, 0.495, -0.057, 0.163, 0.078, 0.034, -0.002, 0.009, 0.006, 0.004, 0.012, 0.006, 0.000, 0.000, 0.001]
}

=====

Record 6
{
  "formula": "C4H10NO2",
  "method": "ωB97M-V/def2-TZVPD",
  "fmax_ev_per_a": 2.0,
  "de_lowest_kcal_mol": 53.5,
  "total_charge": -1,
  "homo_lumo_gap_ev": 7.10,
  "symbols": ["C", "N", "C", "O", "H", "H", "H", "H", "H", "H", "C", "C", "O", "H", "H", "H", "H"],
  "positions_angstrom": [[0.572, 1.706, 0.887], [0.988, 0.847, 2.030], [0.382, -0.469, 2.041], [0.611, -1.312, 0.899], [0.941, 1.327, -0.080], [0.960, 2.720, 1.078], [-0.513, 1.748, 0.832], [2.022, 0.801, 2.136], [-0.713, -0.312, 2.137], [0.760, -1.049, 2.906], [-1.379, -0.809, -3.144], [-0.812, -0.953, -1.889], [-0.982, -0.248, -0.790], [-0.966, -1.402, -3.930], [-1.936, 0.062, -3.437], [-0.043, -1.773, -1.812], [0.107, -0.883, 0.137]],
  "atomic_forces_ev_per_a": [[0.9, -0.3, 0.6], [0.5, 0.2, 0.0], [-0.1, -0.8, -0.7], [0.6, 0.7, 1.0], [-0.2, 0.2, 0.2], [-0.1, -0.3, -0.2], [0.0, -0.1, 0.0], [-1.2, -0.1, -0.4], [0.4, -0.1, 0.0], [-0.2, 0.5, -0.3], [0.8, 0.1, 1.3], [-0.1, 0.8, 0.3], [0.1, -0.9, -1.8], [0.1, -0.5, -0.4], [-0.4, 0.2, 0.1], [-0.5, 0.2, 0.0], [-0.5, 0.0, 0.2]],
  "nbo_charge": [-0.420, -0.665, 0.087, -0.804, 0.197, 0.167, 0.213, 0.342, 0.146, 0.146, -0.727, 0.232, -0.838, 0.166, 0.170, 0.088, 0.501]
}